Entry 1:
{"formula": "C2H10NO", "method": "the ωB97M-V functional and the def2-TZVPD basis", "e_above_lowest_kcal_mol": 1.4, "orbital_gap_ev": 13.31, "homo_ev": -16.6, "total_charge": 1, "multiplicity": 1, "symbols": ["C", "C", "N", "H", "H", "H", "H", "H", "H", "H", "H", "H", "H", "O"], "coordinates": [[1.67379, 0.34890, 1.17649], [0.23099, 0.30034, 0.67996], [-0.03632, -0.85715, -0.26984], [1.64382, 0.55355, 2.24424], [2.14322, -0.64111, 1.11522], [2.28813, 1.03847, 0.61751], [-0.47975, 0.17297, 1.48969], [-0.08015, 1.18720, 0.15142], [0.72618, -0.95265, -0.93838], [-0.92586, -0.70798, -0.78068], [-0.08916, -1.73025, 0.25142], [-2.27538, 1.15591, -1.59769], [-2.71861, -0.08133, -2.40837], [-2.10093, 0.21313, -1.73099]]}

Entry 2:
{"formula": "C5H11N", "method": "the ωB97M-V functional and the def2-TZVPD basis", "e_above_lowest_kcal_mol": 90.9, "orbital_gap_ev": 8.08, "homo_ev": -7.0, "total_charge": 0, "multiplicity": 1, "symbols": ["C", "C", "N", "C", "C", "C", "H", "H", "H", "H", "H", "H", "H", "H", "H", "H", "H"], "coordinates": [[-1.97927, 0.37518, -1.04333], [-1.40666, 0.03291, 0.29510], [-0.40840, -0.77621, 0.43159], [0.37101, -1.72131, -0.34954], [0.57185, -1.40863, 1.08722], [1.95196, 1.49645, 0.47700], [-1.91381, 1.45322, -1.23688], [-1.43661, -0.14502, -1.83941], [-3.03838, 0.09951, -1.12064], [0.92714, 1.39184, 0.10880], [-1.78653, 0.48921, 1.20435], [-0.22002, -2.56577, -0.72167], [1.06416, -1.29986, -1.08227], [0.43671, -1.99858, 1.98109], [2.57346, 0.70117, 0.05770], [1.94879, 1.40164, 1.56482], [2.34459, 2.47426, 0.18608]]}

Entry 3:
{"formula": "C2H3LiO2Yb", "method": "the ωB97M-V functional and the def2-TZVPD basis", "s2": 0.75, "e_above_lowest_kcal_mol": 0.0, "orbital_gap_ev": [5.58, 8.15], "homo_ev": [-9.8, -12.8], "total_charge": 1, "multiplicity": 2, "symbols": ["H", "O", "C", "C", "O", "Yb", "Li", "H", "H"], "coordinates": [[-1.23856, 0.08125, -0.75807], [-1.77326, 0.42481, 1.48189], [-0.70109, -0.07688, 1.15260], [-0.23052, 0.35215, -0.20453], [0.96266, -0.16996, -0.67828], [2.21327, 0.63595, -2.45221], [1.61256, -1.55345, 0.28361], [-0.56147, -1.15074, 1.41892], [-0.28360, 1.45687, -0.24393]]}

Entry 4:
{"formula": "C5H11N", "method": "the ωB97M-V functional and the def2-TZVPD basis", "e_above_lowest_kcal_mol": 48.7, "smiles": "C=CC.C=NC", "orbital_gap_ev": 10.66, "homo_ev": -9.5, "total_charge": 0, "multiplicity": 1, "symbols": ["C", "C", "C", "H", "H", "H", "H", "H", "H", "C", "N", "C", "H", "H", "H", "H", "H"], "coordinates": [[-1.16316, 0.33305, 1.50568], [-1.71769, -0.61499, 2.25435], [-2.71716, -1.62649, 1.79005], [-0.34992, 0.89430, 1.94111], [-1.43782, 0.35712, 0.45852], [-1.62906, -0.53021, 3.33531], [-3.70142, -1.29688, 2.14849], [-2.60212, -2.55630, 2.35129], [-2.71415, -1.76038, 0.71490], [1.51498, 0.75763, -0.70003], [1.37625, 0.71582, -1.94824], [2.59022, 0.65193, -2.73684], [0.69322, 1.05718, -0.06602], [2.48092, 0.52765, -0.23163], [2.71212, 1.56636, -3.31177], [3.47010, 0.44987, -2.11429], [2.53539, -0.11143, -3.52117]]}

Entry 5:
{"formula": "C6H16N2", "method": "the ωB97M-V functional and the def2-TZVPD basis", "e_above_lowest_kcal_mol": 66.4, "smiles": "[H]/N=C\\C.CCN(C)C", "orbital_gap_ev": 9.06, "homo_ev": -8.2, "total_charge": 0, "multiplicity": 1, "symbols": ["H", "N", "C", "C", "H", "H", "H", "H", "C", "C", "N", "C", "C", "H", "H", "H", "H", "H", "H", "H", "H", "H", "H", "H"], "coordinates": [[3.32851, -1.20280, -0.20441], [2.69991, -0.73704, 0.45642], [1.44138, -0.96271, 0.14136], [1.10919, -1.73163, -1.11466], [0.74167, -1.13727, 0.99561], [0.02869, -1.84529, -1.22177], [1.47601, -1.17187, -1.97879], [1.60376, -2.70489, -1.11454], [-1.90286, -1.03289, 1.03118], [-1.54953, 0.42169, 0.82177], [-0.10548, 0.78236, 0.00179], [-0.35148, 1.21693, -1.38145], [0.52227, 1.89321, 0.72985], [-1.24960, -1.49085, 1.77934], [-1.85455, -1.60811, 0.10294], [-2.92766, -1.11810, 1.41518], [-1.49952, 0.93919, 1.78182], [-2.32901, 0.92952, 0.24997], [-0.86612, 0.43451, -1.94526], [0.58290, 1.44818, -1.90415], [-0.97786, 2.11403, -1.42194], [-0.12937, 2.77110, 0.78911], [1.44728, 2.21783, 0.24245], [0.76147, 1.57493, 1.74818]]}

Entry 6:
{"formula": "C38H52ClMoN4O7", "method": "the ωB97M-V functional and the def2-TZVPD basis", "e_above_lowest_kcal_mol": 0.0, "orbital_gap_ev": 7.38, "homo_ev": -5.7, "total_charge": -1, "multiplicity": 1, "symbols": ["Mo", "C", "C", "C", "C", "C", "C", "C", "C", "C", "C", "C", "C", "N", "C", "O", "C", "C", "C", "C", "C", "N", "C", "O", "N", "C", "C", "C", "C", "C", "C", "C", "C", "C", "C", "C", "C", "H", "H", "H", "H", "H", "H", "H", "H", "H", "H", "H", "H", "H", "H", "H", "H", "H", "H", "H", "H", "H", "H", "H", "H", "H", "H", "H", "H", "H", "H", "H", "H", "H", "H", "H", "H", "H", "C", "C", "C", "C", "N", "H", "H", "H", "H", "H", "H", "H", "H", "H", "O", "Cl", "O", "O", "O", "C", "O", "C", "C", "H", "H", "H", "H", "H", "H"], "coordinates": [[-0.07481, 0.00763, 0.18871], [4.56086, 2.29006, 2.19917], [4.00541, 1.43519, 1.05242], [4.91160, 1.60050, -0.17122], [3.87318, -0.02009, 1.47632], [5.03693, -0.77780, 1.51558], [5.03278, -2.07832, 1.98986], [3.85759, -2.60290, 2.48235], [2.66122, -1.88119, 2.48199], [1.49815, -2.61062, 3.14880], [0.92320, -3.66031, 2.19771], [0.40723, -1.76504, 3.80309], [2.65759, -0.60218, 1.90808], [1.43414, 0.16259, 1.76802], [1.28383, 1.13138, 2.69285], [1.96703, 1.36406, 3.68428], [0.09948, 2.02881, 2.42461], [-0.37512, 3.00034, 3.28561], [-1.50802, 3.70434, 2.90392], [-2.14302, 3.43604, 1.69498], [-1.59695, 2.46104, 0.88657], [-0.49705, 1.82458, 1.26264], [-2.06976, 2.11664, -0.51398], [-3.11441, 2.61171, -0.91255], [-1.17596, 1.34773, -1.18502], [-1.21454, 1.53927, -2.61559], [-0.77124, 2.78262, -3.13643], [-0.70794, 2.95301, -4.51385], [-1.05105, 1.93083, -5.38599], [-1.48350, 0.72718, -4.86793], [-1.58791, 0.51573, -3.49105], [-2.20444, -0.78083, -3.01494], [-3.72725, -0.67867, -3.17427], [-1.68152, -2.01761, -3.75126], [-0.33856, 3.95823, -2.26655], [-1.41487, 5.05255, -2.23090], [0.97650, 4.60357, -2.72483], [4.64944, 3.33643, 1.88472], [5.56097, 1.93819, 2.47480], [3.92267, 2.23781, 3.07770], [3.01492, 1.80259, 0.79496], [5.96644, 1.51486, 0.10566], [4.77986, 2.59025, -0.61911], [4.71071, 0.84404, -0.92976], [5.96843, -0.33692, 1.17690], [5.94322, -2.66683, 1.99862], [3.84654, -3.60670, 2.89721], [1.97779, -3.14684, 3.97385], [0.44022, -3.19360, 1.33815], [0.18159, -4.28068, 2.70896], [1.70015, -4.31467, 1.80059], [-0.24960, -1.30813, 3.06720], [0.82449, -0.97753, 4.43480], [-0.20739, -2.41889, 4.43111], [0.14684, 3.16822, 4.21780], [-1.90861, 4.47035, 3.55777], [-3.03778, 3.94831, 1.36912], [-0.36946, 3.90299, -4.91500], [-0.98357, 2.07635, -6.45874], [-1.76503, -0.07704, -5.53961], [-1.98021, -0.89538, -1.95989], [-3.98075, -0.55483, -4.23178], [-4.13505, 0.17772, -2.63002], [-4.21688, -1.58941, -2.81619], [-2.18137, -2.14287, -4.71774], [-1.85512, -2.91894, -3.16174], [-0.60877, -1.95764, -3.94077], [-0.18580, 3.58530, -1.25352], [-1.51539, 5.49646, -3.22694], [-1.12587, 5.85138, -1.53948], [-2.38490, 4.66086, -1.93222], [0.82306, 5.21382, -3.61893], [1.74922, 3.87525, -2.96255], [1.35942, 5.26855, -1.94583], [-2.47680, -2.92020, 1.77582], [-2.61628, -1.50240, 1.23585], [-3.11415, -0.55807, 2.32989], [-3.57482, -1.49686, 0.05176], [-1.31930, -0.99654, 0.77575], [-3.47913, -3.31780, 1.96367], [-1.92030, -2.93141, 2.71312], [-1.97165, -3.56341, 1.05689], [-4.01170, -0.97836, 2.79262], [-3.37045, 0.42255, 1.91807], [-2.35541, -0.43026, 3.10546], [-4.57928, -1.75862, 0.39840], [-3.26071, -2.23492, -0.69000], [-3.61592, -0.51214, -0.41834], [1.33530, -4.87804, -1.00805], [-0.06888, -4.94519, -1.36469], [-0.70348, -6.04019, -0.67016], [-0.19759, -5.11058, -2.79858], [-0.71969, -3.69360, -0.97873], [2.09001, 1.11987, -2.36650], [1.80157, 0.48126, -1.11148], [1.14948, -0.74686, -1.11114], [1.64270, -1.79831, -2.00913], [3.00792, 0.71757, -2.78435], [2.22362, 2.16612, -2.12593], [1.26454, 0.99742, -3.06210], [2.12025, -1.39697, -2.90281], [0.83466, -2.47454, -2.26689], [2.36565, -2.40320, -1.45114]]}

Entry 7:
{"formula": "C11H14BrCl3GeN3O4PdS", "method": "the ωB97M-V functional and the def2-TZVPD basis", "s2": 0.75, "e_above_lowest_kcal_mol": 0.0, "orbital_gap_ev": [6.06, 7.07], "homo_ev": [-1.4, -2.4], "total_charge": -2, "multiplicity": 2, "symbols": ["Pd", "C", "C", "C", "C", "C", "Br", "N", "C", "H", "H", "H", "H", "H", "H", "O", "S", "O", "O", "O", "C", "C", "C", "C", "N", "N", "C", "H", "H", "H", "H", "H", "H", "H", "H", "Cl", "Ge", "Cl", "Cl"], "coordinates": [[0.61081, 0.71768, -0.08202], [-3.30535, 4.14955, -0.35605], [-1.95621, 3.94129, -0.96754], [-1.67376, 4.29095, -2.27771], [-0.46229, 3.94237, -2.84909], [0.41330, 3.20789, -2.07575], [2.06713, 2.64446, -2.83323], [0.17881, 2.86182, -0.82807], [-0.97417, 3.24752, -0.27564], [-3.85583, 4.93586, -0.87696], [-3.23519, 4.40710, 0.70190], [-3.84556, 3.20338, -0.44119], [-2.42274, 4.80913, -2.86559], [-0.21504, 4.18803, -3.87125], [-1.13822, 2.92290, 0.74240], [-1.09979, 0.35612, -1.49460], [-2.59260, 0.46665, -1.14881], [-3.10995, -0.92142, -1.20802], [-2.69983, 1.03037, 0.21218], [-3.24582, 1.34081, -2.13317], [-2.07120, -4.00942, -0.22936], [-0.84725, -3.27008, 0.19885], [0.21942, -3.59190, 1.02548], [1.03079, -2.44379, 1.04703], [0.49535, -1.49900, 0.27966], [-0.62996, -2.02722, -0.22498], [2.29602, -2.21262, 1.80336], [-1.88404, -4.60207, -1.12806], [-2.85762, -3.28738, -0.45651], [-2.40617, -4.68545, 0.55807], [0.38147, -4.51892, 1.55167], [-1.23137, -1.43245, -0.81021], [2.72901, -3.16374, 2.11780], [2.12311, -1.60330, 2.69206], [3.02832, -1.68668, 1.19105], [2.54133, 1.11038, 3.58975], [2.47384, 1.43781, 1.33071], [2.92711, 3.65792, 1.38712], [4.60642, 0.73332, 0.90760]]}

Entry 8:
{"formula": "H16O8", "method": "the ωB97M-V functional and the def2-TZVPD basis", "e_above_lowest_kcal_mol": 36.0, "smiles": "O.O.O.O.O.O.O.O", "orbital_gap_ev": 11.53, "homo_ev": -11.2, "total_charge": 0, "multiplicity": 1, "symbols": ["O", "H", "H", "O", "H", "H", "O", "H", "H", "O", "H", "H", "O", "H", "H", "O", "H", "H", "O", "H", "H", "O", "H", "H"], "coordinates": [[0.48999, 0.46944, -2.08175], [-0.40853, 0.04199, -1.99536], [1.09829, -0.21962, -1.67301], [-2.08257, -0.41780, -1.14854], [-2.21463, 0.41450, -0.57196], [-3.00323, -0.71040, -1.51784], [1.67108, -1.50356, -0.82504], [2.60550, -1.79206, -1.28602], [1.94709, -0.86187, -0.08037], [0.73743, 2.41486, -0.22610], [0.68342, 1.65453, -0.96008], [1.36429, 3.20736, -0.52037], [2.09836, 0.23800, 1.23307], [1.29844, -0.18795, 1.71103], [1.72020, 1.03724, 0.82531], [-1.82002, 1.57124, 0.76576], [-1.25676, 1.03558, 1.36340], [-1.16316, 2.20763, 0.31140], [-0.42681, -0.45348, 2.06077], [-0.52857, -1.21424, 1.37490], [-0.16250, -1.00339, 2.95689], [-0.77538, -2.25419, 0.29630], [0.10979, -2.43000, -0.17148], [-1.22633, -1.69538, -0.36204]]}